Density functional theory data (ωB97M-V/def2-TZVPD) for C29H51MnNO2SSi2 as an isolated structure.

ΔE to the lowest compared entry with this formula, charge and spin   0.000 eV
Spin multiplicity   5
Net charge   +1
Kohn-Sham gap (alpha / beta)   6.209 / 7.975 eV

XYZ file:
```
87
Properties=species:S:1:pos:R:3:forces:R:3
O -0.035417 1.898182 -0.386915 -0.5 0.7 0.5
O 4.601333 0.194873 -0.382198 0.7 0.3 0.1
C 0.066158 2.080286 -1.835504 0.2 -0.2 0.2
C -0.732167 3.247021 -2.380967 0.0 0.1 0.0
H -0.301098 1.139421 -2.252496 0.2 0.2 0.1
H 1.130355 2.172731 -2.068796 -0.1 0.0 0.0
H -1.784313 3.198716 -2.071510 0.2 0.0 -0.1
H -0.692101 3.196512 -3.477792 -0.1 0.0 0.3
H -0.319387 4.219296 -2.079175 -0.1 -0.3 -0.1
C 0.207487 3.134314 0.417174 -0.3 -0.5 -0.7
C 1.625701 3.623315 0.265599 0.1 0.1 0.2
H -0.028194 2.860547 1.449016 0.1 -0.1 -0.1
H -0.533226 3.877018 0.081355 0.3 -0.2 0.2
H 2.361123 2.842205 0.472747 -0.1 0.0 -0.1
H 1.793724 4.428094 0.986937 0.0 0.0 -0.1
H 1.806424 4.038534 -0.724973 0.0 0.0 0.0
C 5.392397 -0.273275 0.728420 -0.3 -0.1 -0.4
C 5.366421 0.776953 -1.449873 -0.2 -0.3 0.2
C 5.411480 0.703315 1.886053 0.0 0.1 0.0
H 6.428528 -0.485383 0.411914 -0.4 -0.1 0.0
H 4.916853 -1.212682 1.036857 0.2 0.1 0.0
H 5.896472 1.639197 1.593737 -0.1 -0.1 0.2
H 5.974605 0.256293 2.709008 0.0 0.1 0.0
H 4.399737 0.931759 2.234436 0.1 -0.1 -0.1
C 6.273085 1.923434 -1.046508 0.1 0.2 0.0
H 4.615507 1.117133 -2.170464 0.1 -0.1 0.1
H 5.980495 0.001114 -1.934678 -0.2 0.0 0.1
H 5.732329 2.698075 -0.495839 0.0 -0.1 -0.1
H 6.687167 2.372697 -1.952610 0.0 0.0 0.1
H 7.114611 1.587069 -0.431873 -0.1 0.0 -0.1
H 2.551631 -0.954885 -0.533920 0.0 -0.9 -0.2
Mn -1.309200 0.519785 0.619361 0.3 0.7 -0.1
C 2.236770 -2.021901 -0.441170 0.2 0.2 0.0
Si 2.909558 -3.265126 -1.720354 0.4 -0.6 -0.7
H 2.595768 -2.378043 0.534947 -0.2 0.1 0.0
H 1.137970 -2.051925 -0.443644 0.1 -0.1 0.0
C 2.963510 -2.512951 -3.454345 -0.1 0.2 0.1
C 1.842634 -4.832772 -1.830731 -0.2 0.2 0.2
C 4.638260 -3.984084 -1.375887 0.0 0.4 0.2
C -2.292369 -0.137087 -1.093296 0.3 -0.1 -0.7
Si -3.799949 -1.241830 -0.935728 -0.9 -1.0 0.1
H -1.495491 -0.596069 -1.716891 -0.3 0.0 0.5
H -2.566900 0.801133 -1.619324 0.2 0.0 0.6
C -3.307592 -3.010805 -1.351196 0.3 0.1 0.0
C -5.096990 -0.654877 -2.174548 0.2 0.3 -0.1
C -4.648915 -1.248971 0.742165 0.0 0.2 0.3
H 4.893948 -4.719851 -2.161434 -0.2 0.4 0.3
H 4.672584 -4.514723 -0.410464 0.0 0.2 -0.3
H 5.417915 -3.205667 -1.372534 -0.2 -0.3 0.0
H 1.939507 -2.333808 -3.819928 0.3 0.0 0.0
H 3.467861 -3.192677 -4.161969 -0.2 0.2 0.3
H 3.504966 -1.553063 -3.447290 -0.2 -0.3 -0.1
H 0.766854 -4.598652 -1.828234 0.2 -0.2 0.0
H 2.054105 -5.505074 -0.983813 -0.1 0.2 -0.2
H 2.075073 -5.382072 -2.759654 -0.1 0.2 0.3
H -4.625075 -0.360075 -3.121696 -0.2 -0.1 0.1
H -5.645394 0.215972 -1.788072 0.1 -0.2 -0.1
H -5.830912 -1.443394 -2.392675 0.2 0.1 0.1
H -5.098151 -0.272591 0.976527 0.1 -0.2 -0.1
H -3.983082 -1.513756 1.575542 -0.1 0.0 -0.2
H -5.471359 -1.984358 0.731049 0.3 0.2 -0.1
H -4.188780 -3.657072 -1.481319 0.2 0.2 0.1
H -2.683473 -3.441247 -0.552808 -0.1 0.1 -0.2
H -2.728247 -3.038743 -2.285642 -0.1 -0.1 0.2
S -4.461097 1.107946 3.858365 0.3 0.5 -0.8
C -4.835523 2.387444 2.689564 0.2 0.0 -0.4
C -5.959454 3.213908 2.619970 -0.2 0.3 -0.1
C -6.117348 4.063507 1.510060 0.4 -0.4 0.3
C -5.125244 4.102695 0.509226 0.3 -0.3 0.2
C -3.987179 3.284393 0.577246 -0.4 0.2 0.2
C -3.852446 2.424374 1.675172 -0.2 -1.0 0.4
N -2.867384 1.428066 1.833722 -0.3 -0.1 1.1
C -3.050360 0.675305 2.934390 -0.7 1.6 -1.2
C -2.159896 -0.431552 3.231493 0.4 -1.2 0.7
C -2.312892 -1.284524 4.352306 -0.2 0.7 -0.4
C -1.455831 -2.362416 4.541227 0.4 -0.1 -0.3
C -0.443255 -2.616682 3.611000 0.0 0.6 -0.5
C -0.315047 -1.784155 2.469206 0.3 -0.9 0.8
C -1.149664 -0.699735 2.289467 -0.5 0.0 -0.9
H -6.702423 3.182826 3.423158 0.2 0.0 -0.4
H -7.008464 4.695684 1.411857 0.5 -0.3 0.2
H -5.248509 4.787206 -0.332695 0.0 -0.3 0.2
H -3.224309 3.288364 -0.209399 -0.3 0.0 0.3
H -3.121460 -1.099193 5.059912 0.2 0.0 -0.1
H -1.560700 -3.020279 5.405206 -0.1 0.3 -0.2
H 0.246798 -3.450240 3.758543 -0.3 0.2 -0.1
H 0.458565 -2.008447 1.728896 -0.3 0.0 0.3
```
Positions in Å, forces in eV/Å.

***

Density functional theory data (ωB97M-V/def2-TZVPD) for a 8-piece molecular cluster, C29H51N3O13 overall.

Spin multiplicity   2
Net charge   -1
Kohn-Sham gap (alpha / beta)   2.120 / 9.330 eV

XYZ file:
```
96
Properties=species:S:1:pos:R:3:forces:R:3
C -3.989149 -4.957754 1.407439 -0.4 0.3 0.0
C -4.030455 -3.510278 0.931396 3.0 -0.8 -1.0
O -4.449431 -2.564155 1.521614 -2.1 1.3 1.5
N -3.185697 -3.286233 -0.119076 -0.2 -1.2 0.2
C -2.977213 -1.992603 -0.689431 -0.2 0.6 -1.2
H -2.969224 -5.105960 1.762243 -0.1 -0.1 0.2
H -4.149147 -5.673439 0.601030 -0.2 0.1 0.0
H -4.706056 -5.105119 2.215166 0.1 -0.1 -0.1
H -2.670923 -4.075411 -0.482811 -0.2 0.3 -0.1
H -3.932832 -1.494176 -0.852129 -0.1 -0.1 0.0
H -2.530078 -2.167510 -1.667988 0.1 0.3 0.0
H -2.352455 -1.269273 -0.165434 0.2 -0.5 0.4
C 2.768393 -3.262439 0.292947 -0.7 0.7 0.6
C 2.541762 -3.841355 1.663849 3.1 -1.7 0.2
O 3.487978 -4.590645 2.079213 -3.1 1.4 0.0
N 1.377204 -3.598383 2.302245 0.5 0.7 -2.5
C 0.931373 -4.287735 3.440564 0.5 0.2 0.5
H 3.844630 -3.239968 0.121744 -0.3 -0.1 -0.3
H 2.337692 -2.263070 0.230925 0.0 0.1 -0.2
H 2.190803 -3.890749 -0.385071 0.3 0.0 -0.3
H 0.794012 -2.835325 1.989600 0.2 0.0 -0.5
H 1.459772 -3.735383 4.217609 -0.6 -0.8 1.2
H 1.261406 -5.323179 3.356764 -0.1 0.0 0.4
H -0.152877 -4.176213 3.432714 0.1 -0.2 0.7
C 0.018310 -0.178649 7.608146 -0.4 0.0 1.5
C -0.529243 1.051728 6.830002 0.8 -1.9 0.8
O -1.684586 1.401192 6.958838 0.1 0.2 -0.2
N 0.391329 1.637333 6.033138 -1.1 1.0 -0.3
C -0.065367 2.735272 5.171849 0.5 -0.2 -0.8
H -0.123498 -1.201240 7.258413 0.0 0.3 -1.1
H -0.543479 -0.264062 8.538302 -0.4 0.5 0.1
H 1.030252 -0.107766 8.006929 0.3 0.3 -0.6
H 1.346122 1.308966 6.007856 -0.4 0.0 -0.1
H 0.251957 3.725077 5.500014 0.1 -0.1 0.2
H -1.145622 2.759480 5.028470 0.1 -0.3 0.5
H 0.313607 2.555144 4.165855 0.2 0.1 0.1
O 5.774350 -1.104022 -0.875067 -0.3 4.5 0.6
C 5.565800 0.132038 -0.724805 3.0 -4.6 -1.2
O 6.498685 1.082753 -1.103960 1.3 -6.3 -0.9
C 6.153797 2.359555 -0.987580 -2.1 1.7 1.7
C 4.618983 2.240450 -0.717833 -0.6 0.5 -0.2
C 4.347505 0.753336 -0.296403 -1.3 2.5 -0.2
H 6.452082 2.863959 -1.906654 -0.3 0.5 0.2
H 6.700490 2.666113 -0.095811 0.0 1.2 -0.1
H 4.112081 2.391482 -1.670899 -0.2 0.2 0.0
H 4.218331 2.972847 -0.017000 0.1 0.0 0.0
H 3.572300 0.324439 -0.931374 -0.3 0.0 0.1
H 4.011167 0.642376 0.734458 0.5 -0.3 0.0
O -2.808455 3.718719 2.756168 -1.5 -0.9 -2.3
C -3.574980 3.277286 1.894565 1.8 1.3 1.5
O -3.461994 3.561363 0.569260 2.9 2.2 2.1
C -4.319342 2.936883 -0.305739 0.1 -1.6 1.0
C -5.278122 2.297226 0.729097 -3.1 -1.0 -2.9
C -4.738960 2.375109 2.103484 0.0 0.5 0.2
H -3.688181 2.220379 -0.831435 -0.4 -0.2 -0.5
H -4.685819 3.723591 -0.965198 -0.5 -0.4 -0.1
H -5.708415 1.332262 0.461170 0.8 -0.5 -0.2
H -6.202940 2.850102 0.564333 -0.1 0.6 0.8
H -4.380471 1.454041 2.563064 -0.2 -0.1 -0.1
H -5.477335 2.863830 2.739135 0.3 -0.1 0.4
O -0.012525 -1.020653 0.137943 1.0 3.0 0.2
C 0.236920 0.197798 0.239168 -1.1 -1.4 -0.8
O 0.777411 0.711198 1.327045 1.5 -0.6 2.1
C 1.069648 2.126537 1.274123 -1.7 0.4 -0.6
C -0.014574 2.613763 0.286385 1.6 0.2 -0.7
C -0.143491 1.391858 -0.627777 -1.5 0.3 0.4
H 2.098783 2.295049 0.956965 -0.1 -0.2 -0.3
H 0.924638 2.632332 2.228715 0.1 -0.7 0.2
H 0.438345 3.352889 -0.374422 -0.2 0.6 0.3
H -0.931779 3.026197 0.706773 0.2 -0.4 0.3
H 0.446086 1.691856 -1.494101 0.2 -1.1 -0.5
H -1.196575 1.286445 -0.888560 0.1 -0.4 -0.6
O 1.445512 -2.909744 -6.221268 0.3 2.4 2.1
C 1.787257 -2.204688 -5.250519 1.3 -3.6 -0.7
O 1.109729 -2.032098 -4.155247 -2.7 -0.4 1.1
C 1.772414 -1.257805 -3.129771 -1.5 1.6 -0.2
C 3.219347 -1.252547 -3.450497 1.5 -2.1 -0.8
C 3.181082 -1.790075 -4.885514 0.9 1.8 -2.4
H 1.373758 -1.479148 -2.139727 0.3 -0.8 -0.1
H 1.386618 -0.253530 -3.304937 0.0 0.4 0.1
H 3.833328 -2.055004 -3.041611 -0.3 0.2 1.3
H 3.774591 -0.330289 -3.279487 -0.4 0.1 -0.3
H 3.890870 -2.587991 -5.103717 -0.2 0.0 0.1
H 3.358749 -1.021241 -5.637459 0.6 0.3 -0.1
O -1.834962 -0.115888 -3.135730 0.1 0.4 -0.5
C -1.730951 0.630113 -4.070700 0.1 0.2 -0.2
O -0.687585 0.549961 -4.964339 -0.3 0.2 -0.8
C -0.919127 1.428221 -6.100961 -0.4 1.1 -0.1
C -1.932687 2.442207 -5.607302 -0.3 1.5 -1.1
C -2.652597 1.786390 -4.484795 -0.1 -0.5 0.4
H -1.288564 0.990410 -7.028294 -0.3 -1.2 0.5
H -0.072632 1.985927 -6.501585 0.8 -0.5 1.0
H -2.597957 2.778623 -6.402510 -0.3 -0.6 -0.3
H -1.522625 3.425416 -5.376545 0.7 -0.3 0.7
H -3.602147 1.388039 -4.842233 -0.1 -0.3 0.3
H -2.844137 2.467231 -3.655419 0.0 -0.2 0.2
```
Positions in Å, forces in eV/Å.